Record 1
The following is a quantum chemistry calculation of C9H15NO2 in the gas phase, from OMol25.

The calculation puts the HOMO-LUMO gap at 9.72 eV. As for the energy relative to the best compared isomer or geometry (same formula, charge and spin): 65.9 kcal/mol. As for the structure (SMILES): [H]/N=C1/C=CC[C@H](O)[C@@]1(C)[C@@H](C)O. The LUMO energy comes out at 0.681 eV.

Geometry as ORCA input:
```
! RIJCOSX wB97M-V def2-TZVPD def2/J DEFGRID3
* xyz 0 1
H 0.8256 2.8638 -1.1754
N 1.2072 2.4737 -0.3740
C 1.0630 1.3119 0.0886
C 1.7606 0.9015 1.2936
C 2.0264 -0.3947 1.5188
C 1.6594 -1.4888 0.7108
C 0.8543 -1.2525 -0.5925
O 1.7406 -1.0808 -1.7025
C 0.0264 0.0610 -0.4314
C -0.6680 0.5040 -1.7982
C -1.1018 -0.2629 0.6444
C -2.2241 0.7823 0.7585
O -1.5507 -1.5316 0.4782
H 1.9664 1.7257 1.9927
H 2.5879 -0.5670 2.4663
H 2.5737 -2.0571 0.4240
H 1.1171 -2.0555 1.4998
H 0.1962 -2.0998 -0.7946
H 2.5975 -1.4499 -1.5406
H -1.5403 -0.0693 -1.9517
H 0.0685 0.1716 -2.5061
H -0.5532 1.5509 -1.9012
H -0.4453 -0.2295 1.5315
H -2.5306 1.1266 -0.2662
H -1.7744 1.5901 1.2676
H -3.1448 0.4111 1.1400
H -1.9518 -1.6028 -0.4097
*
```

Atom charges from the Mulliken analysis, given in e for atoms 1 to 8: 0.20 -0.86 0.57 -0.49 -0.30 -0.93 0.15 -0.52

=====

Record 2
The following is a quantum chemistry calculation of C20H31N5O4 in the gas phase, from OMol25.

The calculation puts the HOMO-LUMO gap at 9.90 eV. As for the energy relative to the best compared isomer or geometry (same formula, charge and spin): 0.8 kcal/mol. As for the structure (SMILES): CN(C[C@@H](O)CNC(=O)c1cnn(CC2CCC2)c1)C(=O)C[C@H]1CCCC(=O)N1. The LUMO energy comes out at 0.497 eV.

Geometry as ORCA input:
```
! RIJCOSX wB97M-V def2-TZVPD def2/J DEFGRID3
* xyz 0 1
C -2.2325 2.5804 -0.2872
N -1.2646 2.1883 -1.3058
C -0.3161 1.1327 -0.9599
C 1.0648 1.6849 -0.6127
O 0.9750 2.7188 0.3588
C 1.9830 0.6196 -0.0353
N 1.4944 0.0779 1.2131
C 0.7957 -1.0894 1.2625
O 0.5916 -1.7713 0.2685
C 0.2962 -1.4826 2.5929
C 0.4643 -0.9064 3.8696
N -0.1717 -1.5980 4.7980
N -0.7534 -2.6166 4.1398
C -1.5372 -3.6004 4.8732
C -0.9738 -4.9955 4.7185
C 0.4393 -5.2746 5.2767
C -0.0776 -6.6449 5.7694
C -1.5180 -6.0977 5.6546
C -0.4974 -2.5864 2.8242
C -1.5207 2.5800 -2.5880
O -2.4526 3.3225 -2.8525
C -0.6097 2.0564 -3.6846
C -0.5912 2.9907 -4.8987
C 0.0763 4.3268 -4.5896
C 1.5904 4.1829 -4.5142
C 2.1258 3.6980 -5.8555
C 1.3622 2.5320 -6.4490
O 1.8492 1.8242 -7.3124
N 0.0840 2.3427 -6.0178
H -2.5536 3.6036 -0.4622
H -3.1170 1.9384 -0.3124
H -1.7651 2.5027 0.6923
H -0.7172 0.6028 -0.0966
H -0.2318 0.3973 -1.7595
H 1.5407 2.0772 -1.5214
H 0.3896 3.4016 0.0120
H 2.0836 -0.2058 -0.7383
H 2.9663 1.0618 0.1290
H 1.4975 0.6807 2.0176
H 1.0243 -0.0306 4.1596
H -1.4992 -3.2842 5.9145
H -2.5765 -3.5544 4.5387
H -1.0405 -5.3206 3.6772
H 1.2732 -5.2596 4.5772
H 0.6653 -4.6045 6.1084
H 0.1104 -7.4306 5.0381
H 0.2539 -6.9880 6.7474
H -1.8578 -5.6716 6.6008
H -2.2920 -6.7586 5.2678
H -0.8781 -3.3223 2.1365
H 0.4065 1.8859 -3.3324
H -0.9963 1.0780 -3.9896
H -1.6253 3.1789 -5.1854
H -0.1766 5.0368 -5.3815
H -0.3428 4.7216 -3.6639
H 2.0515 5.1354 -4.2491
H 1.8677 3.4780 -3.7244
H 2.0635 4.5020 -6.5950
H 3.1719 3.3990 -5.8091
H -0.3719 1.5541 -6.4527
*
```

Atom charges from the Mulliken analysis, given in e for atoms 1 to 8: -1.17 0.34 -1.28 1.41 -0.64 -1.32 -0.04 0.27

=====

Record 3
The following is a quantum chemistry calculation of 4 unconnected molecules or ions with the total composition C9H20Cl6N2O2, from OMol25.

The calculation puts the HOMO-LUMO gap at 9.69 eV. As for the energy relative to the best compared isomer or geometry (same formula, charge and spin): 0.0 kcal/mol. As for the structure (SMILES): COC[C@H](C)N.ClC(Cl)Cl.ClC(Cl)Cl.CN(C)C=O. The LUMO energy comes out at 0.440 eV.

Geometry as ORCA input:
```
! RIJCOSX wB97M-V def2-TZVPD def2/J DEFGRID3
* xyz 0 1
C 0.5747 -0.4310 0.9229
O -0.5557 -0.3994 1.7507
C -0.3373 0.0232 3.0670
C 0.6473 -0.8391 3.8702
C 0.3997 -0.6699 5.3551
N 2.0868 -0.5530 3.6226
H 1.1454 0.5081 0.9692
H 0.2459 -0.5773 -0.1060
H 1.2564 -1.2576 1.1595
H 0.0125 1.0690 3.0522
H -1.3151 -0.0190 3.5478
H 0.4692 -1.8738 3.5614
H 1.2069 -1.1568 5.8996
H -0.5554 -1.1137 5.6347
H 0.3967 0.3898 5.6222
H 2.3008 0.3183 4.1119
H 2.2225 -0.2582 2.6560
Cl 0.4304 -4.7248 -2.8791
C -0.5475 -3.3048 -2.4877
Cl 0.3016 -1.8276 -2.9435
Cl -0.9628 -3.2870 -0.7715
H -1.4700 -3.3516 -3.0474
Cl 3.8630 -0.4618 -0.1390
C 3.0913 0.5073 -1.4005
Cl 4.1033 0.6003 -2.8314
Cl 2.6991 2.1151 -0.8109
H 2.1601 0.0238 -1.6627
C -1.8759 1.5098 -4.3195
N -1.8283 1.7663 -2.8989
C -3.0792 2.0832 -2.2403
C -0.7088 1.4920 -2.2018
O 0.3284 1.0620 -2.6694
H -2.5600 0.6883 -4.5467
H -0.8730 1.2962 -4.6696
H -2.2605 2.4037 -4.8195
H -3.5022 2.9998 -2.6575
H -3.7897 1.2670 -2.3934
H -2.9166 2.2391 -1.1767
H -0.8041 1.7442 -1.1305
*
```

Atom charges from the Mulliken analysis, given in e for atoms 1 to 8: -0.72 -0.39 -0.66 0.56 -1.64 -0.66 0.51 -0.15